The following is a DFT calculation (ωB97M-V with the def2-TZVPD basis set) of 2 unconnected molecules or ions with the total composition C4H13NO.

frontier orbital gap: 10.7 eV
structure (SMILES): CC(C)CN.O
max |F|: 0.08943 Eh/bohr
net charge: 0
HOMO: -9.88 eV
ΔE to the lowest compared entry with this formula, charge and spin: 36.2 kcal/mol
lowest unoccupied orbital energy: 0.8 eV

Geometry (Å):
C1 0.2371 -0.4413 0.9471
C2 -1.1416 -0.3990 0.2666
C3 -1.3321 0.8132 -0.6817
C4 -1.4049 -1.7887 -0.2592
N1 0.6395 0.8941 1.7009
H1 1.0738 -0.4691 0.1281
H2 0.3001 -1.1513 1.8202
H3 -1.8447 -0.2269 1.0292
H4 -0.7207 0.7759 -1.5397
H5 -1.3162 1.7875 -0.2463
H6 -2.5128 0.6897 -0.8806
H7 -1.2711 -2.7276 0.3607
H8 -2.4591 -1.9124 -0.4646
H9 -0.8143 -2.0366 -1.1511
H10 -0.1569 1.1550 2.1869
H11 0.5873 1.5613 0.8742
H12 1.7606 0.4918 -1.5892
H13 3.0257 0.8338 -0.7657
O1 2.7152 0.7331 -1.6631